Here is 18 unconnected molecules or ions with the total composition C66H180N12O18 from OMol25. Energies are from wB97M-V/def2-TZVPD.

Positions of all 276 atoms, in Å:
C (-3.595, 0.192, -0.454)
C (-5.098, 0.280, -0.688)
C (-5.782, -0.939, -0.042)
O (-7.105, -1.038, -0.397)
C (-7.725, -2.173, 0.222)
N (-5.656, 1.576, -0.261)
H (-3.378, -0.045, 0.587)
H (-3.172, 1.182, -0.626)
H (-3.080, -0.489, -1.132)
H (-5.247, 0.221, -1.767)
H (-5.723, -0.918, 1.047)
H (-5.222, -1.838, -0.300)
H (-7.754, -2.190, 1.311)
H (-7.135, -3.031, -0.099)
H (-8.777, -2.306, -0.033)
H (-6.632, 1.321, -0.314)
H (-5.575, 1.694, 0.739)
C (-3.487, -3.247, 3.800)
C (-3.814, -4.737, 3.457)
C (-5.250, -4.901, 2.802)
O (-5.649, -6.269, 2.822)
C (-6.756, -6.578, 1.967)
N (-2.762, -5.319, 2.645)
H (-3.719, -2.696, 2.888)
H (-2.421, -3.168, 4.014)
H (-4.104, -2.886, 4.623)
H (-3.713, -5.258, 4.409)
H (-5.309, -4.469, 1.803)
H (-5.921, -4.362, 3.472)
H (-6.667, -6.175, 0.958)
H (-7.664, -6.165, 2.407)
H (-6.886, -7.649, 1.811)
H (-2.793, -4.968, 1.698)
H (-2.956, -6.307, 2.572)
C (2.592, -0.935, 5.075)
C (1.866, -0.141, 3.985)
C (0.921, 0.988, 4.451)
O (-0.273, 0.449, 5.145)
C (-1.083, -0.353, 4.369)
N (2.841, 0.367, 3.053)
H (3.125, -0.286, 5.770)
H (3.229, -1.741, 4.710)
H (1.849, -1.403, 5.720)
H (1.380, -0.898, 3.371)
H (0.618, 1.596, 3.598)
H (1.457, 1.672, 5.109)
H (-0.682, -1.320, 4.067)
H (-1.405, 0.230, 3.506)
H (-1.939, -0.632, 4.983)
H (3.613, 0.741, 3.586)
H (3.218, -0.395, 2.509)
C (3.419, 4.815, -1.498)
C (4.433, 3.944, -2.233)
C (3.741, 3.044, -3.245)
O (2.957, 3.829, -4.209)
C (2.154, 2.961, -5.086)
N (5.427, 4.757, -2.834)
H (2.981, 5.510, -2.215)
H (3.887, 5.402, -0.708)
H (2.719, 4.175, -0.961)
H (4.843, 3.272, -1.479)
H (3.113, 2.325, -2.719)
H (4.461, 2.436, -3.793)
H (1.428, 2.416, -4.483)
H (2.797, 2.255, -5.611)
H (1.638, 3.565, -5.833)
H (6.138, 4.176, -3.254)
H (4.907, 5.019, -3.659)
C (0.267, 1.961, -1.356)
C (-0.107, 1.397, 0.017)
C (-0.127, -0.204, -0.024)
O (-0.537, -0.775, 1.233)
C (-0.920, -2.174, 1.172)
N (0.985, 1.764, 0.884)
H (-0.586, 1.862, -2.027)
H (1.044, 1.386, -1.860)
H (0.522, 3.021, -1.342)
H (-1.054, 1.825, 0.347)
H (0.842, -0.599, -0.328)
H (-0.796, -0.583, -0.796)
H (-1.479, -2.447, 0.277)
H (-1.612, -2.290, 2.006)
H (-0.085, -2.865, 1.293)
H (1.207, 1.102, 1.614)
H (1.785, 1.705, 0.272)
C (6.037, 0.483, 0.935)
C (4.815, 0.231, 0.000)
C (4.102, -1.188, 0.087)
O (4.015, -1.667, 1.420)
C (3.334, -2.857, 1.631)
N (3.823, 1.320, 0.298)
H (6.757, -0.322, 0.784)
H (5.776, 0.416, 1.991)
H (6.507, 1.446, 0.736)
H (5.226, 0.234, -1.010)
H (4.610, -1.912, -0.550)
H (3.122, -1.094, -0.381)
H (3.458, -3.045, 2.698)
H (3.722, -3.740, 1.123)
H (2.263, -2.853, 1.428)
H (3.691, 1.169, 1.288)
H (4.092, 2.293, 0.260)
C (-1.236, 4.085, 2.890)
C (-0.097, 5.119, 2.614)
C (1.085, 4.928, 3.646)
O (0.576, 5.317, 4.949)
C (1.431, 4.859, 6.013)
N (0.444, 4.861, 1.292)
H (-0.974, 3.073, 2.581)
H (-2.105, 4.354, 2.290)
H (-1.681, 4.063, 3.885)
H (-0.426, 6.157, 2.660)
H (1.856, 5.685, 3.504)
H (1.536, 3.937, 3.587)
H (2.190, 5.599, 6.265)
H (1.855, 3.871, 5.834)
H (0.797, 4.745, 6.893)
H (0.710, 3.888, 1.243)
H (-0.293, 4.981, 0.613)
C (3.835, -0.427, -3.874)
C (4.083, -1.277, -5.112)
C (5.009, -0.540, -6.170)
O (4.428, 0.631, -6.734)
C (3.460, 0.351, -7.742)
N (4.754, -2.428, -4.590)
H (4.710, -0.144, -3.288)
H (3.207, -0.983, -3.178)
H (3.204, 0.426, -4.124)
H (3.112, -1.536, -5.534)
H (5.404, -1.230, -6.916)
H (5.960, -0.247, -5.725)
H (2.894, 1.248, -7.996)
H (2.739, -0.390, -7.398)
H (3.925, -0.116, -8.610)
H (4.899, -3.068, -5.358)
H (4.308, -2.952, -3.850)
C (2.551, -4.034, -1.691)
C (2.531, -5.307, -2.498)
C (1.313, -5.381, -3.472)
O (1.209, -6.734, -3.893)
C (0.191, -6.836, -4.856)
N (3.816, -5.338, -3.159)
H (1.683, -4.026, -1.032)
H (2.496, -3.127, -2.292)
H (3.475, -3.935, -1.121)
H (2.430, -6.143, -1.807)
H (1.605, -4.774, -4.329)
H (0.405, -4.990, -3.012)
H (0.232, -7.793, -5.377)
H (0.299, -6.103, -5.656)
H (-0.783, -6.706, -4.385)
H (4.544, -5.150, -2.486)
H (3.915, -6.294, -3.470)
C (8.333, 3.976, 4.562)
C (7.297, 3.108, 3.819)
C (6.149, 4.039, 3.261)
O (5.087, 3.321, 2.634)
C (4.335, 4.191, 1.773)
N (7.904, 2.261, 2.844)
H (8.648, 4.803, 3.927)
H (9.217, 3.403, 4.844)
H (8.032, 4.471, 5.485)
H (6.831, 2.416, 4.521)
H (6.667, 4.656, 2.527)
H (5.747, 4.647, 4.071)
H (4.030, 5.130, 2.235)
H (3.448, 3.651, 1.443)
H (4.932, 4.329, 0.872)
H (7.198, 1.753, 2.332)
H (8.453, 1.603, 3.379)
C (-0.830, 7.972, -0.630)
C (-0.556, 6.937, -1.718)
C (-1.752, 5.938, -1.907)
O (-1.912, 5.165, -0.654)
C (-3.040, 4.276, -0.649)
N (-0.349, 7.721, -2.923)
H (-0.879, 7.615, 0.399)
H (-1.778, 8.460, -0.855)
H (-0.132, 8.808, -0.658)
H (0.369, 6.449, -1.411)
H (-1.530, 5.222, -2.698)
H (-2.675, 6.473, -2.130)
H (-4.003, 4.785, -0.695)
H (-3.124, 3.675, 0.257)
H (-3.034, 3.495, -1.409)
H (0.098, 7.167, -3.640)
H (0.315, 8.451, -2.710)
C (-8.880, 2.400, 2.066)
C (-8.514, 0.932, 2.282)
C (-7.320, 0.769, 3.172)
O (-6.163, 1.363, 2.586)
C (-4.998, 1.523, 3.379)
N (-9.728, 0.391, 2.887)
H (-9.179, 2.976, 2.941)
H (-9.811, 2.486, 1.505)
H (-8.025, 2.888, 1.598)
H (-8.320, 0.408, 1.347)
H (-6.978, -0.248, 3.364)
H (-7.517, 1.238, 4.136)
H (-5.198, 1.982, 4.348)
H (-4.403, 2.233, 2.803)
H (-4.492, 0.584, 3.601)
H (-10.570, 0.574, 2.361)
H (-9.623, -0.613, 2.907)
C (0.246, -8.893, -0.210)
C (-0.209, -7.705, 0.611)
C (0.561, -6.349, 0.483)
O (-1.498, -7.399, 0.140)
H (1.299, -9.147, -0.095)
H (0.134, -8.703, -1.277)
H (-0.446, -9.719, -0.044)
H (-0.283, -7.906, 1.680)
H (0.623, -5.932, -0.523)
H (1.509, -6.412, 1.016)
H (-0.035, -5.603, 1.010)
H (-2.085, -7.790, 0.792)
C (-3.062, -3.830, -2.177)
C (-3.738, -5.221, -1.902)
C (-3.030, -6.316, -2.664)
O (-3.717, -5.501, -0.513)
H (-3.562, -3.018, -1.649)
H (-2.975, -3.738, -3.259)
H (-2.080, -3.955, -1.721)
H (-4.787, -5.170, -2.191)
H (-2.001, -6.400, -2.315)
H (-2.991, -6.034, -3.717)
H (-3.524, -7.247, -2.390)
H (-3.018, -6.124, -0.301)
C (0.271, -5.445, 6.514)
C (-0.452, -4.984, 5.251)
C (0.487, -4.304, 4.217)
O (-1.079, -6.076, 4.640)
H (0.835, -4.604, 6.919)
H (0.996, -6.170, 6.145)
H (-0.416, -5.832, 7.267)
H (-1.191, -4.274, 5.620)
H (1.071, -3.496, 4.657)
H (-0.040, -3.959, 3.328)
H (1.179, -5.057, 3.837)
H (-1.630, -5.759, 3.921)
C (0.190, -2.601, -6.266)
C (-0.771, -2.603, -5.049)
C (-0.287, -1.593, -3.979)
O (-2.033, -2.199, -5.605)
H (1.203, -2.945, -6.055)
H (0.265, -1.600, -6.691)
H (-0.255, -3.194, -7.065)
H (-0.741, -3.649, -4.745)
H (-0.999, -1.593, -3.154)
H (-0.220, -0.583, -4.383)
H (0.685, -1.884, -3.581)
H (-2.466, -3.050, -5.703)
C (-4.148, 1.208, -6.452)
C (-3.001, 1.349, -5.493)
C (-3.279, 0.822, -4.114)
O (-1.986, 0.640, -6.107)
H (-5.037, 1.706, -6.064)
H (-4.426, 0.158, -6.544)
H (-3.896, 1.633, -7.423)
H (-2.737, 2.407, -5.475)
H (-3.499, -0.245, -4.148)
H (-4.218, 1.268, -3.786)
H (-2.458, 1.065, -3.440)
H (-2.194, -0.288, -5.980)
C (1.969, 8.086, 1.534)
C (3.358, 8.390, 2.106)
C (4.389, 8.565, 1.012)
O (3.387, 9.580, 2.890)
H (2.034, 7.146, 0.987)
H (1.442, 8.862, 0.980)
H (1.351, 7.821, 2.392)
H (3.674, 7.560, 2.737)
H (4.181, 9.350, 0.286)
H (4.629, 7.639, 0.490)
H (5.350, 8.888, 1.412)
H (3.350, 10.351, 2.320)

The maximum force is 2.98 eV/Å. Its HOMO-LUMO gap is 0.3076 Eh. The molecular weight is 1430.2 g mol⁻¹.



Here is 5 unconnected molecules or ions with the total composition C66H54FNO12S from OMol25. Energies are from wB97M-V/def2-TZVPD.

Positions of all 135 atoms, in Å:
C (5.282, -6.354, -2.554)
C (5.003, -5.460, -1.297)
O (5.369, -4.093, -1.469)
C (5.500, -3.465, -0.194)
C (6.256, -2.099, -0.237)
C (7.825, -2.193, -0.363)
C (8.376, -3.475, -1.090)
C (8.584, -4.726, -0.153)
N (9.245, -4.395, 1.143)
C (8.515, -4.914, 2.329)
C (8.203, -3.828, 3.411)
C (7.177, -4.435, 4.477)
O (7.573, -2.656, 2.879)
S (10.810, -5.109, 1.124)
O (11.604, -4.740, 2.312)
O (10.756, -6.592, 0.999)
F (11.527, -4.438, -0.192)
H (5.741, -5.812, -3.410)
H (5.973, -7.205, -2.317)
H (4.313, -6.844, -2.832)
H (5.547, -5.934, -0.430)
H (3.916, -5.475, -1.000)
H (5.942, -4.121, 0.597)
H (4.448, -3.236, 0.152)
H (6.046, -1.604, 0.753)
H (5.814, -1.404, -0.998)
H (8.357, -2.098, 0.614)
H (8.161, -1.309, -0.969)
H (9.402, -3.206, -1.467)
H (7.803, -3.757, -2.010)
H (7.617, -5.264, -0.056)
H (9.273, -5.416, -0.715)
H (7.570, -5.454, 2.087)
H (9.190, -5.666, 2.825)
H (9.114, -3.576, 4.009)
H (7.682, -4.820, 5.390)
H (6.510, -3.592, 4.775)
H (6.549, -5.211, 3.974)
H (6.672, -2.936, 2.665)
C (5.959, -0.412, 7.626)
C (5.246, 0.571, 8.307)
C (4.291, 1.326, 7.640)
C (4.054, 1.108, 6.285)
C (4.786, 0.139, 5.597)
C (5.731, -0.628, 6.275)
C (4.580, -0.072, 4.144)
O (5.215, -0.921, 3.547)
C (3.594, 0.775, 3.432)
C (3.429, 0.629, 2.056)
C (2.498, 1.408, 1.383)
C (1.722, 2.330, 2.081)
C (1.887, 2.482, 3.450)
C (2.829, 1.712, 4.128)
C (3.020, 1.909, 5.585)
O (2.344, 2.716, 6.196)
H (6.698, -1.007, 8.150)
H (5.434, 0.747, 9.359)
H (3.735, 2.086, 8.173)
H (6.292, -1.390, 5.747)
H (4.028, -0.088, 1.509)
H (2.375, 1.297, 0.312)
H (0.990, 2.933, 1.557)
H (1.284, 3.204, 3.988)
C (-4.114, 2.185, 6.057)
C (-2.737, 2.317, 5.900)
C (-2.220, 2.899, 4.751)
C (-3.080, 3.343, 3.748)
C (-4.459, 3.189, 3.896)
C (-4.974, 2.619, 5.058)
C (-5.385, 3.611, 2.816)
O (-6.588, 3.480, 2.946)
C (-4.817, 4.187, 1.574)
C (-5.667, 4.535, 0.527)
C (-5.147, 5.086, -0.635)
C (-3.777, 5.301, -0.754)
C (-2.924, 4.950, 0.283)
C (-3.441, 4.383, 1.446)
C (-2.519, 3.980, 2.533)
O (-1.319, 4.162, 2.429)
H (-4.516, 1.738, 6.958)
H (-2.066, 1.966, 6.675)
H (-1.149, 3.005, 4.635)
H (-6.044, 2.510, 5.182)
H (-6.734, 4.373, 0.616)
H (-5.810, 5.350, -1.450)
H (-3.374, 5.736, -1.661)
H (-1.858, 5.113, 0.184)
C (-0.872, 0.558, -2.827)
C (-1.575, 1.546, -2.143)
C (-2.532, 2.302, -2.805)
C (-2.782, 2.080, -4.156)
C (-2.062, 1.105, -4.847)
C (-1.113, 0.337, -4.176)
C (-2.287, 0.891, -6.298)
O (-1.665, 0.039, -6.902)
C (-3.281, 1.741, -6.999)
C (-3.466, 1.591, -8.372)
C (-4.404, 2.371, -9.035)
C (-5.167, 3.298, -8.329)
C (-4.982, 3.455, -6.963)
C (-4.033, 2.683, -6.296)
C (-3.819, 2.883, -4.843)
O (-4.483, 3.695, -4.225)
H (-0.131, -0.038, -2.308)
H (-1.378, 1.726, -1.093)
H (-3.081, 3.066, -2.269)
H (-0.562, -0.430, -4.706)
H (-2.878, 0.869, -8.925)
H (-4.542, 2.256, -10.104)
H (-5.903, 3.901, -8.847)
H (-5.574, 4.180, -6.418)
C (-11.366, 0.774, -0.077)
C (-10.194, 1.220, 0.530)
C (-9.008, 1.254, -0.189)
C (-8.986, 0.830, -1.516)
C (-10.156, 0.361, -2.117)
C (-11.348, 0.345, -1.397)
C (-10.138, -0.139, -3.514)
O (-11.158, -0.544, -4.040)
C (-8.853, -0.143, -4.255)
C (-8.805, -0.661, -5.548)
C (-7.609, -0.657, -6.253)
C (-6.459, -0.127, -5.675)
C (-6.502, 0.384, -4.385)
C (-7.696, 0.369, -3.670)
C (-7.718, 0.887, -2.281)
O (-6.710, 1.346, -1.775)
H (-12.293, 0.757, 0.483)
H (-10.208, 1.543, 1.564)
H (-8.100, 1.606, 0.285)
H (-12.260, -0.006, -1.863)
H (-9.698, -1.071, -6.003)
H (-7.573, -1.065, -7.257)
H (-5.527, -0.117, -6.229)
H (-5.604, 0.792, -3.936)

The maximum force is 4.61 eV/Å. Its HOMO-LUMO gap is 0.3166 Eh. Its SMILES is CCOCCCCCN(C[C@H](C)O)S(=O)(=O)F.O=C1c2ccccc2C(=O)c2ccccc21.O=C1c2ccccc2C(=O)c2ccccc21.O=C1c2ccccc2C(=O)c2ccccc21.O=C1c2ccccc2C(=O)c2ccccc21. The molecular weight is 1104.2 g mol⁻¹.